A molecular structure, C13H42N12O7Pb, computed with ωB97M-V/def2-TZVPD.

The geometry in XYZ format:
```
75
Properties=species:S:1:pos:R:3:mulliken_charge:R:1
Pb 0.50330 2.84681 9.28745 3.28
C -2.65610 0.52157 8.98449 0.50
O -1.63295 1.00712 9.48505 -0.50
N -3.68160 1.33596 8.58380 -0.35
N -2.91620 -0.81267 8.86538 -0.47
H -3.58507 2.33530 8.60619 0.06
H -4.53870 0.90690 8.28691 0.17
H -3.70954 -1.03310 8.29450 0.16
H -2.22495 -1.50648 9.08071 0.23
C 1.33730 -0.39700 10.85820 0.28
O 1.16767 0.54247 10.06916 -0.44
N 2.49794 -1.05725 10.99592 -0.41
N 0.27423 -0.90692 11.53974 -0.39
H 2.53269 -1.74813 11.72396 0.17
H 3.33637 -0.78706 10.52042 0.21
H 0.38452 -1.59484 12.26375 0.18
H -0.60932 -0.43100 11.52370 0.16
C 3.58710 3.19730 11.25891 0.46
O 2.74462 2.93312 10.39751 -0.51
N 3.32995 3.15918 12.60134 -0.45
N 4.88869 3.46303 10.94065 -0.45
H 2.43840 2.74431 12.81588 0.19
H 4.07833 3.21365 13.26163 0.19
H 5.54076 3.66709 11.67134 0.16
H 5.13331 3.50563 9.96940 0.22
C -2.84193 5.07314 9.18027 0.33
O -1.88198 4.30390 9.03220 -0.48
N -3.74038 4.97368 10.21811 -0.37
N -3.19836 5.98843 8.23027 -0.44
H -4.58057 5.51821 10.18809 0.18
H -3.67382 4.14197 10.77786 0.22
H -2.62785 5.98810 7.40457 0.23
H -3.74613 6.76261 8.56011 0.20
C -1.55976 2.73616 12.44171 0.32
O -0.66786 2.68543 11.58421 -0.54
N -1.40406 3.22609 13.70575 -0.40
N -2.82374 2.37139 12.09719 -0.53
H -2.23120 3.54463 14.17606 0.18
H -0.49754 3.37768 14.10050 0.23
H -3.57877 2.25458 12.75537 0.18
H -2.90340 1.81142 11.26123 0.16
C -0.87481 1.55037 4.67606 -1.62
C -0.38511 1.35305 6.12138 0.43
C 1.14451 1.35196 6.11892 -1.38
O 1.73415 1.38710 7.40932 0.18
C 3.05366 0.94481 7.51468 -0.89
N -0.91888 2.43409 6.96993 -0.24
H -1.93252 1.28037 4.64360 0.40
H -0.38737 0.85711 3.98682 0.41
H -0.76928 2.56874 4.30353 0.37
H -0.76098 0.39698 6.48767 0.28
H 1.50731 2.17527 5.48969 0.39
H 1.50493 0.45155 5.61076 0.54
H 3.42294 1.09063 8.53102 0.03
H 3.77826 1.46992 6.88304 0.36
H 3.14322 -0.13353 7.34684 0.36
H -1.89442 2.26699 7.17316 0.15
H -0.96573 3.26760 6.38740 0.13
C 2.82649 6.61404 7.14020 -1.47
C 2.21319 5.59840 8.12384 0.37
C 1.28896 6.30286 9.11810 -0.79
O 0.99848 5.43632 10.21256 0.02
C 0.33814 6.11287 11.28554 -0.75
N 1.46556 4.52846 7.36891 -0.29
H 1.98758 7.17391 6.71451 0.37
H 3.39038 6.13970 6.34059 0.42
H 3.43565 7.37277 7.63123 0.41
H 3.01046 5.07171 8.64870 -0.11
H 0.36085 6.55450 8.58689 0.22
H 1.70316 7.22350 9.53208 0.52
H 0.66713 7.14054 11.43770 0.44
H 0.63057 5.51115 12.14759 0.12
H -0.74986 6.07971 11.19259 0.11
H 0.80600 4.98449 6.74485 0.24
H 2.24218 4.16347 6.82254 0.13
```

* maximum force: 0.035 hartree/bohr
* total charge: +2
* spin multiplicity: 1
* frontier orbital gap: 9.8 eV
* LUMO energy: -4.13 eV